The following is a quantum chemistry calculation of a structure of composition C8H10MnO6P in a non-equilibrium geometry, from OMol25.

Structure (XYZ):
```
26
Properties=species:S:1:pos:R:3:forces:R:3:mulliken_spin:R:1
Mn 1.096254 0.107601 -2.335674 2.5 -0.7 0.6 3.6726
P -0.724813 0.019758 1.919108 0.2 -0.7 -0.2 0.0109
O 2.823581 1.942828 -3.945706 -2.7 -2.6 3.0 0.1020
O 2.757302 0.450079 0.065440 -2.9 -0.2 -2.3 0.0842
O 0.044462 -0.352771 0.674751 0.2 0.0 -0.2 0.0076
O 0.627480 -2.826941 -2.139877 0.6 5.2 0.4 0.1144
O -1.530370 1.343238 -1.909192 4.5 -2.0 -1.1 0.1241
O 1.962929 -2.135940 -5.547875 -1.9 2.1 0.8 0.0465
C 1.883127 0.373059 -0.692057 5.1 0.8 6.1 -0.0417
C -1.407535 1.672070 1.717646 -0.2 0.0 0.1 -0.0004
C 2.163870 1.260779 -3.261761 4.6 4.5 -4.9 -0.1229
C -2.076035 -1.165891 2.163846 0.2 0.6 -0.1 0.0007
C -0.479460 0.874432 -2.137242 -10.0 4.6 1.6 -0.0341
C 0.235787 -0.023357 3.466069 -0.2 0.3 -0.2 0.0009
C 1.528298 -1.358218 -4.816148 2.3 -2.1 0.0 0.4206
C 0.819257 -1.667268 -2.148643 -1.2 -9.0 -0.1 -0.0176
H -2.060640 1.688512 0.834149 0.1 -0.1 0.3 -0.0005
H -2.567429 -1.010188 3.123337 0.0 -0.1 0.0 0.0001
H -0.592546 2.392672 1.554559 -0.2 -0.2 0.2 -0.0003
H -2.792757 -1.013040 1.360335 -0.1 0.0 0.0 0.0001
H -0.471925 0.063837 4.300207 0.2 0.0 -0.1 0.0001
H 0.717043 -0.267206 -3.986531 -1.0 -0.5 -3.7 0.6330
H 0.793493 -0.965962 3.556189 -0.2 0.3 -0.1 0.0000
H -1.678899 -2.177027 2.076924 0.1 0.1 0.1 0.0000
H 0.922402 0.832099 3.508166 -0.1 -0.3 0.0 0.0000
H -1.992875 1.942844 2.599980 0.1 0.2 -0.1 -0.0001
```
Forces are in eV/Å.

As for the LUMO energy (spin up / spin down): -4.00 / -6.58 eV. The relative energy (zero: lowest compared OMol25 entry of this formula, charge and spin) is 181.9 kJ/mol. As for the spin multiplicity: 6. The total energy comes out at -61338.795 eV. The value obtained for the gap between HOMO and LUMO (spin up / spin down) is 6.286 / 6.925 eV. Its HOMO energy (spin up / spin down) is -10.28 / -13.51 eV. Its total charge is +1.